# 1
{"formula": "C17H19F3N4O2S", "method": "wB97M-V/def2-TZVPD", "elements": ["C", "N", "S", "O", "O", "C", "C", "N", "C", "C", "C", "N", "C", "C", "N", "C", "C", "C", "C", "C", "C", "H", "H", "H", "C", "F", "F", "F", "H", "C", "H", "C", "H", "H", "H", "H", "H", "H", "H", "H", "H", "H", "H", "H", "H", "H"], "coordinates": [[4.87, 1.41, 1.96], [4.79, 1.61, 0.53], [3.30, 1.22, -0.15], [3.25, 1.90, -1.42], [2.25, 1.51, 0.80], [3.43, -0.55, -0.35], [4.70, -1.09, -0.34], [4.96, -2.38, -0.29], [3.91, -3.20, -0.22], [2.60, -2.78, -0.24], [2.31, -1.40, -0.35], [1.03, -0.95, -0.44], [-0.10, -1.73, 0.02], [-1.06, -0.77, 0.74], [-1.51, 0.26, -0.17], [-2.80, 0.72, -0.18], [-3.87, -0.17, 0.00], [-5.18, 0.28, -0.04], [-5.48, 1.61, -0.30], [-4.43, 2.49, -0.50], [-3.12, 2.06, -0.44], [-2.33, 2.78, -0.56], [-4.64, 3.53, -0.69], [-6.51, 1.94, -0.34], [-6.28, -0.72, 0.14], [-7.45, -0.17, 0.49], [-5.99, -1.64, 1.09], [-6.52, -1.43, -0.98], [-3.70, -1.22, 0.17], [-0.40, 1.05, -0.65], [-0.73, 1.77, -1.39], [0.61, 0.12, -1.32], [1.47, 0.69, -1.66], [0.13, -0.34, -2.20], [0.11, 1.57, 0.18], [-1.91, -1.33, 1.14], [-0.52, -0.31, 1.57], [0.23, -2.49, 0.73], [-0.61, -2.21, -0.82], [1.81, -3.51, -0.23], [4.15, -4.25, -0.16], [5.55, -0.43, -0.36], [5.03, 2.55, 0.24], [4.77, 0.34, 2.15], [5.84, 1.74, 2.31], [4.08, 1.94, 2.49]], "mulliken_charge": [-0.82, -0.39, 1.25, -0.74, -0.67, -0.07, -0.33, -0.68, -0.50, -0.72, 0.78, 0.46, -0.84, -0.98, 0.24, 1.01, -0.30, -0.17, -0.81, -0.82, -0.69, 0.42, 0.38, 0.45, 0.92, -0.28, -0.27, -0.26, 0.39, -0.54, 0.55, -1.27, 0.33, 0.49, 0.28, 0.49, 0.25, 0.59, 0.24, 0.45, 0.37, 0.53, 0.35, 0.28, 0.36, 0.28], "e_lumo_ev": 0.47, "de_lowest_kcal_mol": 20.4, "homo_energy_ev": -8.0}

---

# 2
{"formula": "C17H19F3NO3S2", "method": "wB97M-V/def2-TZVPD", "elements": ["O", "S", "O", "S", "C", "C", "C", "N", "C", "C", "C", "C", "C", "C", "C", "O", "C", "C", "C", "C", "C", "C", "C", "F", "F", "F", "H", "H", "H", "H", "H", "H", "H", "H", "H", "H", "H", "H", "H", "H", "H", "H", "H", "H", "H"], "coordinates": [[4.40, -2.33, -0.74], [4.11, -1.60, 0.56], [4.49, -2.49, 1.72], [2.04, -1.13, 0.54], [1.28, -2.41, -0.58], [-0.15, -2.95, -0.08], [-1.28, -1.83, 0.10], [-1.75, -1.21, -1.17], [-3.17, -0.75, -1.09], [-3.41, 0.07, 0.29], [-4.27, -0.63, 1.38], [-4.45, 0.15, 2.73], [-3.79, 1.55, 2.88], [-2.93, 2.23, 1.75], [-2.73, 1.46, 0.42], [-1.95, 1.93, -0.67], [1.88, 0.47, -0.36], [1.22, 1.70, 0.33], [1.10, 3.01, -0.50], [1.59, 3.16, -1.97], [2.27, 1.93, -2.66], [2.41, 0.59, -1.84], [5.23, -0.09, 0.54], [6.49, -0.54, 1.04], [5.51, 0.36, -0.79], [4.81, 0.96, 1.39], [2.00, -3.32, -0.56], [1.30, -2.01, -1.65], [0.01, -3.48, 0.94], [-0.53, -3.74, -0.83], [-2.13, -2.32, 0.71], [-0.87, -0.97, 0.76], [-1.58, -1.81, -1.99], [-3.89, -1.65, -1.19], [-3.41, -0.03, -1.94], [-4.74, -1.66, 1.20], [-5.06, -0.34, 3.57], [-3.89, 2.13, 3.85], [-2.47, 3.26, 1.94], [-2.15, 2.87, -0.87], [0.87, 1.61, 1.41], [0.60, 3.90, 0.02], [1.44, 4.16, -2.50], [2.66, 2.05, -3.72], [2.91, -0.29, -2.38]], "mulliken_charge": [-0.54, 0.91, -0.52, 0.16, -0.59, -0.94, -0.19, -0.14, -0.84, 0.37, -0.44, -0.53, -0.46, -0.50, 0.50, -0.45, 0.60, -0.31, -0.54, -0.39, -0.67, -0.16, 0.63, -0.17, -0.17, -0.18, 0.59, 0.42, 0.31, 0.41, 0.13, 0.20, 0.28, 0.36, 0.33, 0.35, 0.32, 0.32, 0.32, 0.37, 0.37, 0.39, 0.37, 0.37, 0.36], "e_lumo_ev": -5.39, "total_charge": 1, "homo_energy_ev": -10.9}

---

Let's list electronic energy in order: -1726.49419 -2034.94357 a.u..